This record from the Open Molecules 2025 dataset describes 4 unconnected molecules or ions with the total composition C12H17Cl2FO9 at a distorted geometry. The level of theory is ωB97M-V with the def2-TZVPD basis set.

The calculation puts the HOMO-LUMO gap at 0.4027 hartree. As for the charge: 0. As for the strongest force on any atom: 0.038 Eh/bohr. The calculated total energy is -58909.81669 eV. The highest occupied orbital energy is -10.843 eV.

Last column: natural (NBO) charge in e.
Cartesian coordinates (Å):
C 29.258 -15.989 -31.080  -0.630
C 28.958 -15.063 -29.916  0.067
C 30.204 -14.470 -29.233  -0.091
O 29.879 -13.075 -29.167  -0.508
C 28.773 -12.794 -29.885  0.980
O 28.301 -11.731 -30.073  -0.565
O 28.287 -13.932 -30.443  -0.489
H 28.354 -16.095 -31.679  0.236
H 29.639 -16.955 -30.740  0.218
H 30.015 -15.625 -31.779  0.219
H 28.318 -15.554 -29.177  0.175
H 31.081 -14.665 -29.847  0.190
H 30.362 -14.894 -28.246  0.198
C 30.593 -9.124 -28.489  -0.632
C 31.002 -7.991 -29.431  0.063
C 31.983 -6.938 -28.923  -0.098
O 33.012 -6.937 -29.917  -0.495
C 32.568 -7.630 -31.000  0.971
O 33.011 -7.514 -32.088  -0.558
O 31.597 -8.480 -30.621  -0.486
H 30.129 -8.707 -27.593  0.220
H 31.398 -9.758 -28.108  0.195
H 29.858 -9.732 -29.016  0.248
H 30.008 -7.592 -29.658  0.184
H 32.390 -7.116 -27.931  0.195
H 31.496 -5.962 -28.949  0.190
C 31.153 -11.829 -25.783  -0.384
Cl 30.117 -10.705 -24.901  -0.015
Cl 30.590 -13.520 -25.657  -0.055
H 31.046 -11.538 -26.820  0.234
H 32.149 -11.749 -25.372  0.230
C 27.046 -14.915 -26.148  -0.132
C 26.948 -13.464 -26.606  0.431
O 25.971 -12.882 -25.755  -0.477
C 25.804 -13.712 -24.691  0.962
O 25.147 -13.450 -23.730  -0.560
O 26.489 -14.845 -24.814  -0.476
F 26.440 -13.414 -27.879  -0.335
H 28.042 -15.344 -26.171  0.206
H 26.346 -15.531 -26.715  0.207
H 27.912 -12.955 -26.559  0.169



This record from the Open Molecules 2025 dataset describes a molecular structure, C12H17ClFeN7O5. The level of theory is ωB97M-V with the def2-TZVPD basis set.

As for the spin multiplicity: 6. The calculation puts the HOMO-LUMO gap (spin up / spin down) at 0.2413 / 0.2526 hartree. As for the charge: 0. As for the strongest force on any atom: 0.015 Eh/bohr. The calculated total energy is -80294.47909 eV. The highest occupied orbital energy (spin up / spin down) is -7.465 / -7.773 eV.

Last column: Löwdin spin population.
Cartesian coordinates (Å):
Fe 0.286 1.566 0.107  3.682
N 0.441 0.516 -1.955  0.040
C 1.900 0.534 -2.210  0.002
C 2.668 0.170 -0.941  0.015
O 3.682 -0.524 -1.020  0.020
N 2.098 0.700 0.136  0.070
C 2.659 0.477 1.448  0.006
C 1.534 0.540 2.483  0.007
O 1.710 0.113 3.608  0.010
O 0.425 1.084 2.047  0.081
H -0.053 0.864 -2.769  0.003
H 0.143 -0.445 -1.811  0.009
H 2.203 -0.151 -3.001  0.001
H 2.179 1.549 -2.497  0.001
H 3.192 -0.470 1.527  0.001
H 3.364 1.271 1.722  0.001
N -2.334 1.564 0.470  0.020
N -2.890 2.836 0.240  0.002
C -2.032 3.874 0.055  0.005
N -2.499 5.114 0.027  0.002
N -0.777 3.499 -0.065  0.025
N 0.261 4.370 -0.261  0.002
O 0.109 5.577 -0.356  0.003
O 1.320 3.781 -0.311  0.018
H -2.870 0.868 -0.031  0.000
H -2.305 1.341 1.461  0.000
H -3.780 3.052 0.664  0.001
H -3.481 5.310 0.097  0.000
H -1.829 5.844 -0.167  0.000
Cl -2.827 -3.138 -1.204  0.022
C -1.396 -3.848 -0.508  0.121
C -1.183 -5.198 -0.682  -0.015
C -0.055 -5.797 -0.130  0.147
C 0.851 -5.031 0.605  -0.013
C 0.640 -3.684 0.775  0.120
C -0.492 -3.029 0.217  0.048
C -0.663 -1.655 0.394  0.481
H -1.902 -5.780 -1.242  -0.004
H 0.111 -6.856 -0.275  0.009
H 1.721 -5.499 1.045  -0.004
H 1.338 -3.080 1.342  0.004
H 0.055 -1.094 0.977  0.025
H -1.519 -1.133 -0.009  0.032



This record from the Open Molecules 2025 dataset describes a molecular structure, C12H17F5N2PPbS2 at a distorted geometry. The level of theory is ωB97M-V with the def2-TZVPD basis set.

The calculation puts the HOMO-LUMO gap at 0.3072 hartree. As for the charge: +1. As for the strongest force on any atom: 0.072 Eh/bohr. The calculated total energy is -65488.59255 eV. The highest occupied orbital energy is -11.343 eV.

Last column: natural (NBO) charge in e.
Cartesian coordinates (Å):
Pb -11.683 -5.542 -7.749  0.944
F -17.974 -7.874 -9.300  -0.259
C -17.051 -7.018 -8.987  0.282
C -15.725 -7.269 -9.264  0.309
F -15.350 -8.405 -9.843  -0.285
C -14.797 -6.335 -8.995  0.278
F -13.520 -6.703 -9.317  -0.330
C -15.078 -5.089 -8.366  -0.276
S -13.736 -3.986 -8.009  -0.323
C -16.409 -4.930 -8.044  0.331
F -16.755 -3.823 -7.374  -0.287
C -17.379 -5.893 -8.277  0.286
F -18.614 -5.657 -7.947  -0.259
C -11.469 -1.666 -7.000  -0.949
P -10.581 -3.115 -6.339  0.900
C -8.834 -2.632 -6.452  -0.951
C -10.948 -2.949 -4.601  -0.968
H -11.301 -0.773 -6.388  0.242
H -12.476 -1.884 -7.095  0.252
H -11.206 -1.369 -8.042  0.254
H -8.789 -1.609 -6.036  0.244
H -8.463 -2.653 -7.436  0.255
H -8.102 -3.359 -5.974  0.261
H -10.737 -1.850 -4.364  0.247
H -10.263 -3.557 -4.066  0.251
H -11.860 -3.412 -4.240  0.268
C -13.145 -4.687 -12.137  -0.439
N -12.226 -4.440 -11.068  -0.592
C -10.927 -4.641 -11.094  0.375
S -9.993 -4.605 -9.631  -0.287
N -10.450 -4.959 -12.272  -0.568
C -8.976 -5.120 -12.605  -0.414
H -14.209 -4.657 -11.866  0.249
H -12.988 -5.711 -12.519  0.211
H -12.958 -4.033 -12.931  0.203
H -12.585 -4.006 -10.172  0.444
H -11.089 -4.927 -13.115  0.421
H -8.494 -4.181 -12.834  0.219
H -8.893 -5.796 -13.436  0.224
H -8.451 -5.596 -11.752  0.235